# 1
Here is a cluster of 13 separate species, C63H162N10O23 in total in a non-equilibrium geometry from the OMol25 dataset. Energies are from ωB97M-V/def2-TZVPD.

Last column: Mulliken charge in e.
Element x y z (Å)
1 O -0.64 3.50 -7.03  -0.6295
2 O -3.41 -6.78 -0.49  -0.2245
3 O 6.17 -4.11 -4.55  -0.1488
4 O -2.67 1.72 -5.87  -0.4691
5 O 9.32 4.38 -1.07  -0.3013
6 O -5.20 -4.62 -5.92  -0.2153
7 O 2.10 4.72 4.40  -0.3863
8 O -4.16 -1.77 -2.73  -0.5768
9 O 2.11 -0.88 0.87  0.7035
10 O -2.63 3.64 0.85  0.1119
11 O -2.35 -1.73 1.37  0.1911
12 O -0.30 7.89 6.41  -0.3249
13 O -1.63 1.34 4.69  -0.5159
14 O 0.06 -5.44 2.19  -0.1582
15 O -5.94 -0.08 -0.03  -0.1648
16 O -2.44 5.87 -3.65  -0.3301
17 O 2.86 1.57 -4.83  0.0075
18 O 0.76 -1.80 6.73  -0.4626
19 O -0.37 1.68 -1.98  0.7118
20 O 3.83 -1.56 -1.44  0.6825
21 O -2.76 -2.43 10.45  -0.2956
22 O 1.18 -5.23 -3.85  -0.4894
23 O 3.19 3.10 0.49  0.6364
24 N 2.74 -3.71 0.37  -0.3845
25 N -0.37 -1.25 9.62  -0.2975
26 N -3.99 -4.65 -3.40  -0.0447
27 N -4.01 4.78 -1.58  -0.0625
28 N 4.54 -1.18 -6.26  -0.3997
29 N -0.01 6.44 3.80  0.0210
30 N 6.63 4.26 0.21  -0.1368
31 N -1.55 -6.55 -2.90  -0.0544
32 N 0.90 -1.21 -1.95  1.4745
33 N -4.29 -0.49 3.14  -0.2454
34 C 3.96 0.79 -5.10  -0.2903
35 C -5.38 -4.84 -7.31  -0.8063
36 C -1.81 -7.74 -2.07  -1.0257
37 C 1.23 -4.63 2.01  -0.5674
38 C 2.88 3.57 4.35  -0.6716
39 C -2.01 5.51 -4.90  -0.4021
40 C -0.27 -5.76 3.53  -0.8638
41 C -0.07 -4.72 -3.38  -0.3785
42 C 9.00 4.90 0.24  -0.6088
43 C 2.70 -0.14 1.92  0.0592
44 C -3.86 -6.82 0.89  -0.7404
45 C -2.15 0.40 3.75  0.7111
46 C 4.79 -0.50 -1.32  -1.0216
47 C 2.03 5.33 3.11  0.1806
48 C 1.60 -4.60 0.54  0.6298
49 C 0.26 -0.55 7.28  0.2244
50 C -4.54 4.74 -0.22  -0.8565
51 C -3.83 6.02 -3.67  -0.4290
52 C -0.75 -2.61 9.24  -0.4320
53 C -1.62 -3.26 10.29  -0.6674
54 C -4.25 -4.03 -2.10  -0.6898
55 C 0.24 -1.15 -0.65  -0.3578
56 C 6.05 -3.16 -5.64  -0.9565
57 C 3.19 2.65 -3.97  -0.4221
58 C -4.85 0.14 1.97  -0.0078
59 C -4.01 3.52 0.53  -0.4452
60 C 0.54 -0.56 8.77  -1.3938
61 C -2.44 4.25 2.13  -0.1630
62 C 0.86 -0.33 0.49  0.5405
63 C 1.96 3.33 -0.20  -0.6008
64 C -3.66 -3.02 11.36  -0.7531
65 C -3.61 0.28 4.11  -1.3315
66 C 7.90 4.06 0.88  -0.6995
67 C -4.32 6.08 -2.19  -0.8714
68 C -3.70 -0.49 -2.45  0.3054
69 C -6.78 -0.74 -0.95  -0.7792
70 C -2.18 -7.45 -0.65  -0.2144
71 C 5.51 3.47 0.72  -0.4815
72 C 10.25 5.25 -1.67  -0.7382
73 C -1.56 8.03 7.03  -0.6686
74 C 6.97 -5.25 -4.88  -0.8551
75 C -1.99 -3.09 1.56  -0.4387
76 C 0.03 0.81 -2.99  -0.8469
77 C 4.25 3.86 -0.08  -0.3096
78 C -4.95 -5.64 -3.77  -0.5963
79 C 1.30 0.06 -2.57  0.8915
80 C -1.43 2.52 -2.40  0.3244
81 C -0.77 7.69 4.00  -0.8557
82 C -3.54 -2.69 -1.88  1.0301
83 C -4.89 -5.87 -5.26  -0.7219
84 C -3.88 2.12 -5.32  -0.3449
85 C 1.09 -1.66 5.35  -0.2768
86 C 3.43 -0.35 -5.87  -0.4066
87 C 0.52 3.31 -6.27  -0.2664
88 C 1.82 -4.33 -4.77  -0.2778
89 C -5.81 -0.75 1.21  -0.4672
90 C 4.98 -2.11 -5.20  0.6821
91 C -0.35 1.82 4.28  0.0650
92 C -0.25 8.59 5.17  -0.5851
93 C 4.39 -2.84 -1.27  -1.2721
94 C -0.64 -5.59 -2.31  -0.1092
95 C 1.33 6.66 3.30  -0.8395
96 C 3.25 -3.83 -1.03  -0.0104
97 H 0.38 3.63 -5.25  -0.1314
98 H -1.60 3.22 -1.57  -0.3668
99 H -4.80 -6.57 -3.25  0.1935
100 H 1.16 2.82 0.32  -0.0473
101 H -4.21 5.65 0.29  0.3261
102 H -3.10 -6.38 1.52  0.1196
103 H -4.72 1.44 -5.52  0.4343
104 H -0.79 -0.81 -0.72  0.0833
105 H 1.04 0.70 0.20  -0.6898
106 H 5.41 3.71 1.78  0.1737
107 H 2.88 0.87 1.52  -0.3079
108 H -6.71 -0.20 -1.89  0.1817
109 H -2.62 -0.44 -2.63  -0.2873
110 H -0.97 -8.43 -1.99  0.3984
111 H -2.85 5.27 2.18  0.1570
112 H -3.97 1.32 4.19  0.2099
113 H -3.00 -1.53 2.10  -0.0886
114 H -4.04 -3.95 10.93  0.2977
115 H -5.35 -3.88 -2.08  0.8302
116 H 4.72 1.34 -5.65  0.5780
117 H 2.47 -3.70 -1.78  -0.5230
118 H -7.81 -0.70 -0.60  0.3764
119 H 2.54 2.89 3.59  0.0863
120 H -1.37 -6.85 -0.23  0.0870
121 H 5.11 -2.88 -0.46  0.4792
122 H -4.05 0.47 1.30  -0.3039
123 H -3.00 4.68 -1.65  0.0798
124 H -1.81 7.43 4.16  0.3173
125 H 0.27 1.44 -3.85  -0.1276
126 H 4.43 3.47 -1.08  -0.1373
127 H -5.33 -1.70 0.98  0.1762
128 H 9.93 4.84 0.84  0.4262
129 H 0.55 0.49 9.07  0.4726
130 H -1.27 -2.62 8.27  0.1940
131 H 1.33 7.20 2.35  0.3576
132 H -4.06 -4.76 -1.28  -0.4907
133 H -4.52 -5.35 -7.75  0.3154
134 H -0.81 -0.49 7.04  0.1701
135 H -2.34 7.64 6.35  0.2784
136 H -4.42 -2.27 11.58  0.2386
137 H 7.01 -2.65 -5.76  0.4113
138 H 8.24 3.01 0.91  0.3120
139 H -2.59 0.82 -5.55  0.2338
140 H 3.06 5.55 2.80  0.4036
141 H 9.75 6.22 -1.83  0.3132
142 H 7.76 4.24 1.95  0.3661
143 H 3.63 2.27 -3.04  -0.2859
144 H -2.64 -8.29 -2.54  0.3963
145 H 7.98 -4.92 -5.13  0.3098
146 H -3.78 2.15 -4.23  -0.1134
147 H -0.70 8.26 3.08  0.4476
148 H 6.73 4.18 -0.80  0.2390
149 H -5.62 4.67 -0.26  0.4904
150 H 0.10 -3.67 -3.06  -0.2455
151 H 1.96 -3.35 -4.31  -0.2336
152 H 0.35 0.99 4.43  -0.0735
153 H -3.98 -6.29 -5.67  0.3660
154 H 10.58 4.94 -2.66  0.2597
155 H -4.56 3.37 1.46  0.5156
156 H -1.37 4.21 2.26  -0.2368
157 H 5.71 2.40 0.66  0.1768
158 H 2.87 3.09 5.34  0.3208
159 H -2.36 4.51 -5.13  -0.1065
160 H -2.49 -2.72 -2.17  0.0594
161 H -1.26 -0.79 9.79  0.2678
162 H 0.80 8.81 4.99  0.2909
163 H -1.14 -6.42 3.47  0.2115
164 H 3.89 3.38 -4.37  0.5125
165 H -3.01 3.61 2.81  0.1466
166 H 5.46 -0.49 -2.21  0.2633
167 H -3.65 -0.22 5.08  0.4523
168 H -1.95 -4.21 9.90  0.3911
169 H 1.54 -0.96 8.88  0.3765
170 H 2.00 2.96 -1.23  -0.2273
171 H -4.06 2.68 -0.16  -0.0071
172 H 4.27 0.44 -1.38  -0.2755
173 H -5.39 6.21 -2.11  0.4344
174 H -5.97 -5.29 -3.56  0.4581
175 H 11.19 5.32 -1.11  0.2847
176 H 5.37 -0.58 -0.41  0.5238
177 H 6.86 -5.96 -4.07  0.2503
178 H 0.55 -6.29 4.01  0.3528
179 H 2.60 -2.75 0.66  0.4177
180 H 0.74 -4.41 -0.09  -0.9705
181 H 4.09 4.93 0.08  0.2847
182 H -2.12 -8.35 -0.03  0.5445
183 H 0.06 5.86 4.63  0.2519
184 H -1.28 3.06 -3.34  0.0884
185 H 1.94 -0.18 -3.41  -0.0342
186 H 3.56 -0.75 2.17  0.3910
187 H 2.06 -5.02 2.58  0.4889
188 H 4.37 -1.67 -7.12  0.3352
189 H 0.84 2.28 -6.30  0.2393
190 H 2.27 3.17 -3.73  0.2682
191 H 3.01 0.10 -6.76  0.4746
192 H 2.78 -4.77 -5.01  0.3217
193 H 0.24 -6.08 -1.89  0.8197
194 H 1.90 0.66 -1.89  -0.4311
195 H 1.91 -0.95 5.23  0.4489
196 H 1.99 -0.09 2.75  -0.4363
197 H -6.79 -0.84 1.70  0.4208
198 H 1.96 -5.60 0.19  0.7057
199 H -6.26 -5.47 -7.48  0.3050
200 H 1.52 4.68 2.41  -0.2731
201 H -0.40 -4.81 4.04  0.3004
202 H -1.15 -3.39 11.28  0.4145
203 H 1.45 -2.62 4.97  0.3727
204 H -3.89 -0.13 -1.43  0.0927
205 H 1.96 7.20 4.00  0.2915
206 H 0.18 -3.14 9.08  0.3605
207 H 0.15 -0.36 1.32  0.0663
208 H -0.06 2.61 4.98  0.2723
209 H -5.34 1.06 2.32  0.5150
210 H 4.97 -3.18 -2.14  0.3346
211 H -0.92 5.56 -4.91  0.1876
212 H -4.21 0.18 -3.16  0.0204
213 H -3.71 -2.37 -0.86  -0.1913
214 H 4.47 0.52 -4.16  -0.2660
215 H 0.22 -1.33 4.78  -0.1839
216 H 5.39 -1.58 -4.34  -0.0835
217 H 6.62 -5.74 -5.78  0.3258
218 H -2.02 0.79 2.74  0.1282
219 H -4.97 -1.04 3.65  0.2870
220 H -1.32 2.84 -6.77  0.3631
221 H -3.23 -3.36 12.30  0.3032
222 H -6.36 -1.72 -1.16  0.2105
223 H -5.63 -6.62 -5.55  0.4754
224 H -1.62 -0.55 3.81  -0.1820
225 H 0.82 0.23 6.77  0.3116
226 H -1.25 -3.22 2.36  -0.2091
227 H 1.71 4.40 -0.26  0.5314
228 H 2.70 -0.89 -5.26  0.1339
229 H 8.81 5.97 0.17  0.3842
230 H -3.06 -5.03 -3.25  -0.1715
231 H -0.48 2.11 3.25  0.0996
232 H 0.91 -3.64 2.27  -0.0752
233 H -1.26 -6.90 -3.81  0.2398
234 H -4.01 6.98 -4.18  0.4720
235 H -0.79 -4.60 -4.20  0.8120
236 H -1.54 -3.54 0.67  -0.1317
237 H -5.48 -3.88 -7.83  0.2218
238 H 0.30 -2.20 -0.36  -0.4785
239 H -0.80 9.53 5.25  0.4416
240 H -3.81 6.94 -1.73  0.3651
241 H 1.31 3.98 -6.59  0.4380
242 H -1.15 -4.98 -1.55  -0.6058
243 H 4.13 -2.71 -4.82  -0.4569
244 H 1.78 -1.72 -1.87  -0.9943
245 H -4.02 -7.86 1.18  0.3771
246 H -0.77 0.10 -3.19  -0.2392
247 H -2.44 6.08 -5.73  0.4109
248 H -4.35 5.23 -4.25  0.1819
249 H 3.59 -4.87 -1.11  0.6266
250 H 1.22 -4.22 -5.69  0.3226
251 H -4.17 3.14 -5.61  0.3105
252 H -2.38 1.99 -2.49  -0.2284
253 H 5.85 -3.63 -6.61  0.4691
254 H -2.80 -3.77 1.88  0.6245
255 H -4.82 -6.29 0.82  0.2331
256 H 3.92 3.80 4.10  0.3605
257 H -1.83 9.08 7.20  0.2904
258 H -1.47 7.48 7.97  0.2369

Values from the calculation:
ΔE to the lowest compared entry with this formula, charge and spin in kcal per mole: 0.0
HOMO energy in eV: -7.8
Maximum force in eV/Å: 2.537
E_tot in Eh: -4775.0730
Frontier orbital gap in Ha: 0.307

***

# 2
Here is a structure of composition C63H43GeMnN4 from the OMol25 dataset. Energies are from ωB97M-V/def2-TZVPD.

Last column: Löwdin spin population.
Element x y z (Å)
1 Ge 0.96 2.12 -1.02  0.0358
2 Mn -0.37 -0.90 0.35  2.0101
3 N -0.60 -2.02 -1.32  0.0177
4 N -2.32 -0.42 0.18  0.0076
5 N 1.32 -1.87 0.73  0.0160
6 N -0.40 -0.26 2.24  0.0143
7 C -5.28 2.37 4.26  0.0016
8 C 0.23 0.53 -0.32  -0.0358
9 C -4.16 -2.60 -2.21  0.0179
10 C -3.04 3.40 2.97  -0.0017
11 C -6.40 -4.19 -3.02  0.0663
12 C 4.72 -4.60 -4.00  -0.0019
13 C 3.51 4.24 1.64  0.0007
14 C 4.02 -2.81 -2.56  -0.0017
15 C -2.44 1.11 2.11  -0.0297
16 C 1.99 -1.95 1.91  -0.0090
17 C -3.21 -0.76 -0.80  0.0133
18 C 2.55 -1.43 4.27  0.0103
19 C -2.87 3.01 -2.53  0.0008
20 C 2.76 -3.40 -2.40  -0.0021
21 C -4.12 1.00 0.28  0.0017
22 C 1.64 -1.29 3.09  0.0953
23 C 1.70 3.16 0.45  -0.0016
24 C -4.32 0.14 -0.76  0.0605
25 C -0.91 1.02 4.08  -0.0140
26 C 3.14 -2.81 1.76  0.0313
27 C -3.02 -1.81 -1.74  0.2341
28 C 2.10 -2.00 5.46  0.0061
29 C 4.24 -1.64 6.50  0.0046
30 C -3.86 4.24 3.72  0.0015
31 C -3.33 2.04 2.86  -0.0042
32 C -1.77 2.39 -1.93  -0.0019
33 C -1.53 4.96 -2.95  0.0007
34 C -5.46 -2.43 -1.67  0.0561
35 C -5.13 -4.44 -3.51  -0.0033
36 C 2.07 -2.58 -0.20  0.0399
37 C 2.93 -2.11 6.57  -0.0003
38 C 3.12 2.80 -2.95  0.0020
39 C 2.65 4.57 2.67  -0.0010
40 C -1.67 -2.10 -2.15  0.0212
41 C -4.97 3.73 4.37  -0.0005
42 C 4.70 -1.08 5.32  -0.0002
43 C 4.99 -3.40 -3.35  0.0011
44 C 0.49 -2.46 -2.07  0.0536
45 C -4.46 1.54 3.50  -0.0019
46 C 0.20 0.32 4.37  0.0404
47 C -1.25 -2.45 -3.46  0.0565
48 C 3.16 0.27 -4.09  0.0006
49 C 0.10 -2.67 -3.41  0.0083
50 C -1.30 0.66 2.75  0.0497
51 C -2.74 4.29 -3.05  0.0013
52 C 0.53 -0.47 3.21  -0.0084
53 C 3.86 -0.97 4.22  0.0061
54 C -0.44 4.35 -2.34  -0.0002
55 C 3.20 -3.17 0.46  -0.0152
56 C 1.74 -2.76 -1.52  -0.0164
57 C 3.96 2.53 -4.03  0.0009
58 C 1.31 4.19 2.60  0.0008
59 C 2.50 -4.59 -3.07  -0.0019
60 C 3.47 -5.19 -3.86  0.0011
61 C 0.84 3.49 1.50  0.0033
62 C 2.33 0.53 -3.01  0.0100
63 C 3.04 3.54 0.53  -0.0011
64 C -6.54 -3.18 -2.07  -0.0029
65 C -4.04 -3.68 -3.12  0.0562
66 C 3.98 1.27 -4.60  -0.0003
67 C 2.29 1.80 -2.42  0.0215
68 C -2.90 0.62 0.89  0.0602
69 C -0.55 3.06 -1.83  -0.0048
70 H -6.14 1.97 4.76  0.0001
71 H 4.55 4.53 1.69  0.0001
72 H -4.97 -5.26 -4.21  -0.0020
73 H -7.51 -2.99 -1.63  -0.0019
74 H 5.48 -5.07 -4.61  -0.0002
75 H 5.72 -0.70 5.26  -0.0001
76 H 3.17 -0.73 -4.53  0.0002
77 H 3.82 -3.09 2.55  0.0021
78 H -1.88 -2.46 -4.34  0.0022
79 H -7.25 -4.79 -3.32  0.0047
80 H 4.59 3.32 -4.42  0.0002
81 H 4.62 1.07 -5.44  0.0000
82 H -3.81 2.48 -2.59  0.0001
83 H -3.07 -3.96 -3.49  0.0047
84 H 1.54 -5.06 -2.95  0.0003
85 H 3.01 5.11 3.54  -0.0001
86 H -4.74 1.82 0.59  -0.0008
87 H 4.22 -1.87 -2.06  0.0004
88 H 0.50 4.89 -2.27  -0.0001
89 H -5.12 0.16 -1.49  0.0022
90 H -3.59 4.77 -3.52  0.0001
91 H 5.96 -2.93 -3.46  0.0001
92 H -3.62 5.29 3.80  0.0001
93 H -1.44 1.72 4.71  -0.0020
94 H 4.89 -1.72 7.36  0.0003
95 H -1.43 5.97 -3.34  0.0000
96 H 2.56 -2.56 7.48  -0.0001
97 H -4.69 0.48 3.41  0.0002
98 H -1.88 1.39 -1.53  -0.0039
99 H 3.10 3.79 -2.52  0.0002
100 H 0.78 0.35 5.28  0.0028
101 H -2.17 3.79 2.47  0.0000
102 H 3.73 3.27 -0.26  -0.0001
103 H -5.61 -1.70 -0.88  0.0042
104 H -5.60 4.38 4.97  -0.0001
105 H -0.20 3.18 1.45  0.0034
106 H 0.64 4.43 3.42  0.0000
107 H 1.69 -0.25 -2.60  0.0078
108 H 1.08 -2.37 5.51  0.0000
109 H 4.22 -0.52 3.30  0.0000
110 H 0.76 -2.93 -4.22  -0.0005
111 H 3.26 -6.13 -4.36  0.0001
112 H 3.92 -3.81 -0.01  -0.0017

Values from the calculation:
HOMO energy (spin up / spin down) in eV: -2.7 / -3.9
Maximum force in eV/Å: 0.660
Expectation value of S²: 4.1318
E_tot in Eh: -5873.4767
2S+1: 4
Net charge: -1
Frontier orbital gap (spin up / spin down) in Ha: 0.168 / 0.203